No. 1
ORCA calculation (ωB97M-V/def2-TZVPD) on a structure of composition C46H60AsN2OP2PdSSi3 at a distorted geometry.

XYZ file:
```
117
Properties=species:S:1:pos:R:3:forces:R:3
H -5.275517 -4.385749 -0.783503 0.01 0.01 -0.02
C -0.796347 4.724248 -1.927958 0.22 -0.45 0.21
H 5.433992 -1.343826 0.002913 -0.04 0.03 -0.02
H 2.025481 -0.026334 -3.294675 -0.02 0.11 -0.02
C -1.567755 0.865205 -3.255008 -0.08 0.21 -0.42
O -2.576612 2.487929 -0.227550 0.02 -0.20 -0.08
C 3.721917 3.808670 1.949178 -0.29 -0.09 -0.15
H 1.748269 6.660886 -0.825312 -0.10 0.02 0.01
H -4.443022 5.078839 3.796506 0.00 -0.02 0.02
H 0.396402 -2.197476 -1.974839 -0.09 0.05 -0.07
C 0.463704 -5.169552 -2.219099 0.00 0.14 -0.07
C -1.868623 1.369072 -4.499527 0.27 0.15 0.48
H -0.963296 4.934132 1.634200 -0.06 0.02 0.04
P -1.554277 -1.032641 -1.227638 0.05 0.61 -1.60
C 3.355862 -1.598472 0.467100 -0.24 0.03 0.13
C -5.458468 -1.058992 -0.174209 -0.14 -0.17 -0.06
C 4.893486 -3.416510 0.148747 -0.19 0.20 0.00
H 2.617430 2.653392 -4.209274 0.11 -0.13 0.07
H -2.942168 -3.785916 -1.256534 0.02 0.02 -0.01
H 2.783780 5.356834 -0.234033 0.01 0.05 0.00
H 2.141922 0.248327 2.556729 -0.03 -0.07 0.00
C -0.074632 -7.264545 -0.502571 0.08 -0.09 -0.05
C 1.017655 3.398918 3.325919 -0.01 0.03 -0.36
C -0.366546 -5.970374 -0.115940 0.00 0.05 0.12
C -0.503165 -1.690481 3.693182 -0.01 -0.16 -0.33
C -3.217378 -1.681559 -0.844217 -0.08 -0.40 0.43
C -2.564384 -1.270984 -3.883408 -0.22 -0.32 -0.46
C 2.581829 -3.857860 0.673631 -0.12 0.28 0.03
H 1.792583 -4.576085 0.853953 0.02 -0.02 0.04
H -1.623843 2.399113 -4.743191 0.03 0.02 0.06
H 3.819158 0.778553 2.378160 0.01 -0.01 -0.05
H 0.938866 2.434660 -3.706596 -0.03 -0.05 0.02
H -1.091909 1.477145 -2.493792 -0.03 0.07 -0.01
H 4.729803 1.774584 -0.714334 0.01 -0.01 0.04
H -1.490385 -2.674591 0.930009 0.03 -0.09 0.16
H -5.101965 5.666254 1.438736 0.01 0.00 -0.05
N -3.070649 3.059040 0.808817 0.07 -0.01 0.24
C -1.881469 -0.472997 -2.913680 0.57 0.00 1.22
C -4.078531 4.502909 2.954321 0.01 -0.03 0.12
C 1.583893 -2.827942 5.112406 -0.02 -0.03 0.23
H 2.298477 5.391785 -1.923613 0.02 0.01 0.00
H -3.799321 0.307541 -0.334839 -0.03 0.06 0.01
C -2.496863 0.552510 -5.473443 -0.21 -0.12 -0.60
C 4.633390 -2.050530 0.189305 0.27 -0.21 -0.02
C -0.513199 -3.131629 0.734957 0.16 0.06 0.19
C 0.489907 -7.538112 -1.742472 0.02 0.02 -0.05
H 3.187589 -0.498459 -2.042012 0.09 0.08 0.00
C 2.302152 0.106331 -2.246826 0.03 0.10 0.28
Si 0.405500 4.553140 -0.459425 -0.12 1.10 -0.37
H 1.483324 -0.284505 -1.630902 0.00 -0.05 -0.09
H 4.435450 3.468740 1.196147 0.02 0.02 -0.02
H -2.724280 0.940830 -6.460597 0.00 0.01 0.02
C -3.263147 3.410196 3.153798 -0.06 0.17 -0.13
H -2.876272 -2.281428 -3.636719 -0.01 -0.01 -0.02
H 2.402553 -3.275106 5.665975 0.02 0.03 -0.03
C 2.839340 1.057091 2.773510 -0.11 -0.03 -0.34
H 1.321937 3.111023 4.334817 0.14 -0.06 -0.03
C -0.587622 -2.583744 -1.673327 -0.07 -0.08 0.13
Si 2.187406 2.669026 2.018567 0.38 0.19 0.69
H -1.487228 -1.495909 5.580155 0.00 0.05 -0.04
C -2.842067 -0.763134 -5.135030 0.08 0.03 0.24
H 1.803661 3.905226 -3.269701 0.01 0.00 -0.07
H -0.311041 -8.082254 0.169392 0.02 0.03 0.04
H -0.283382 5.002349 -2.850501 0.08 0.00 0.02
Si 2.466131 1.943040 -1.798652 0.37 -0.35 -0.96
H 4.891033 2.086726 -2.445545 -0.08 -0.06 -0.07
N -0.454189 -3.592537 -0.627361 0.11 0.16 -0.08
H 3.448107 4.840120 1.721105 0.01 0.01 0.00
C 1.910192 2.827162 -3.395128 -0.16 0.21 0.51
C 2.313911 -2.486176 0.739195 0.37 -0.28 0.03
As 0.963780 2.302228 0.002314 0.51 0.60 0.04
H 0.472784 5.959654 1.617934 0.02 -0.02 0.01
H 2.570787 -3.023503 3.224080 0.05 0.03 0.04
C -5.875361 -2.385879 -0.304409 0.08 0.06 0.04
H 2.924469 1.120249 3.860618 -0.01 0.21 0.00
H -1.565169 5.472650 -1.726020 0.01 0.00 0.10
H -6.904252 -2.659828 -0.100321 0.00 0.00 0.01
C 3.856278 -4.311134 0.378407 0.15 -0.22 -0.11
H -0.826835 -5.808852 0.849710 -0.04 0.02 -0.03
H -1.296695 3.767292 -2.091378 -0.13 0.05 -0.02
H -0.929430 6.380625 0.627341 0.03 -0.01 -0.15
C 1.678815 -2.686581 3.737127 -0.12 -0.09 -0.22
C 1.957322 5.591092 -0.907178 -0.07 -0.35 0.05
C -0.325510 5.548944 0.996015 0.04 -0.57 0.05
H 4.470122 3.404311 -1.344569 0.01 0.02 0.02
H 4.045910 -5.376942 0.316260 -0.03 0.00 0.03
C 0.751045 -6.469660 -2.591422 -0.02 -0.11 0.07
C -4.147336 -0.716253 -0.438080 0.17 0.04 0.04
C -2.759106 2.625237 2.096623 -0.17 0.04 0.11
P 0.712778 -1.749069 1.208722 -1.01 0.40 -0.55
H 0.709767 -4.366042 -2.898293 -0.06 0.05 0.02
H 0.377521 -2.509300 6.863838 -0.01 0.00 0.00
C -3.640218 -3.009936 -0.963287 0.08 0.25 0.00
H -1.310115 -1.224585 3.137427 0.00 0.06 0.08
H -3.337302 -1.393214 -5.869180 -0.04 -0.01 0.02
Pd -0.242718 0.268219 0.238343 -0.39 -1.33 0.86
H 0.973147 4.488744 3.283779 0.02 0.00 -0.04
C 4.317532 2.342887 -1.551767 -0.33 0.09 0.23
C -4.959128 -3.351373 -0.690662 -0.19 -0.10 -0.01
H 5.888352 -3.782171 -0.073564 0.02 0.01 -0.01
H -1.049448 -3.045630 -2.549896 0.02 0.00 0.03
S -1.853925 1.215689 2.400981 0.12 -0.09 -0.27
H 4.224530 3.804839 2.919912 -0.03 -0.05 0.06
H 0.721665 -8.553186 -2.039464 -0.03 0.00 0.01
C 0.446872 -2.404152 5.787751 0.01 0.01 -0.17
H -0.376067 -3.958065 1.430034 -0.03 -0.02 -0.08
H -6.168924 -0.301256 0.135649 0.04 0.03 0.01
C -3.919147 4.094975 0.622373 -0.18 0.34 0.04
H -4.141524 4.291744 -0.415923 0.11 -0.08 -0.04
H 1.191067 -6.648431 -3.565837 0.02 0.01 0.01
C -0.109809 -4.874749 -0.966490 -0.10 -0.23 0.02
H 3.139078 -0.536798 0.486536 0.01 0.01 -0.03
C -4.436714 4.841674 1.654532 0.02 -0.04 -0.01
H -2.979352 3.103145 4.150237 0.01 -0.03 0.00
C 0.628919 -2.133815 2.999489 0.40 0.33 0.43
H 0.011398 3.006375 3.167903 -0.06 -0.04 0.03
C -0.596398 -1.835307 5.065355 -0.05 -0.09 0.21
```
Positions in Å, forces in eV/Å.

Output
Net charge: -2
Electronic energy, eV: -171070.02545
Spin multiplicity: 2
Relative energy (zero: lowest compared OMol25 entry of this formula, charge and spin), kJ/mol: 50.8

No. 2
ORCA calculation (ωB97M-V/def2-TZVPD) on a cluster of 2 separate species, C5H5NO in total at a distorted geometry.

XYZ file:
```
12
Properties=species:S:1:pos:R:3:forces:R:3
H 1.077910 3.269431 0.111224 -0.08 -0.24 0.04
H -1.269092 0.484391 -1.082390 0.03 -0.15 -0.05
C 0.648504 2.315734 0.342329 -0.12 -0.28 0.19
C 0.216981 1.257373 0.785429 0.07 0.24 -0.10
C -0.290488 0.103476 1.321446 -0.10 0.16 -0.24
N 2.689887 -1.717458 -0.277906 -0.91 0.30 -0.51
H 0.771450 -1.074943 -1.232079 0.24 -0.09 0.05
H -0.917469 -1.776716 0.574635 -0.01 0.13 0.07
H -2.140964 -0.583030 0.927310 0.10 -0.02 -0.04
O -1.200383 -0.472284 -0.948524 -0.04 0.27 -0.01
C -1.146768 -0.712363 0.452273 0.09 -0.08 0.22
C 1.710227 -1.390308 -0.792719 0.72 -0.24 0.39
```
Positions in Å, forces in eV/Å.

Output
Net charge: 0
Electronic energy, eV: -8797.50901
Relative energy (zero: lowest compared OMol25 entry of this formula, charge and spin), kJ/mol: 570.2

No. 3
ORCA calculation (ωB97M-V/def2-TZVPD) on a cluster of 3 separate species, C3H10O3S in total at a distorted geometry.

XYZ file:
```
17
Properties=species:S:1:pos:R:3:forces:R:3
H -0.733271 1.293606 -0.027661 -0.35 0.09 0.31
O 1.908561 2.605011 -0.207789 -0.29 -0.15 0.04
H -0.733501 0.397337 2.358093 0.12 0.32 0.00
H -2.171712 0.308269 -0.304953 0.08 0.03 -0.23
O 2.210414 -2.556648 -1.855930 -0.30 0.49 -0.27
H -1.663527 -0.925823 1.758408 -0.16 -0.11 0.43
H 2.386277 -2.159968 -2.719998 0.13 -0.20 -0.04
H 0.227213 -1.178182 0.581838 -0.20 -0.40 0.21
O 0.873958 -0.169061 -1.015298 -0.77 0.59 -0.63
C -0.232751 -0.721447 -0.298021 0.87 -0.24 0.61
H 1.258676 -0.906954 -1.553219 0.51 -0.45 0.57
C -1.213140 0.333964 0.216416 0.13 0.54 -0.30
H -0.684253 -1.531246 -0.879258 -0.16 0.14 -0.01
C -1.577739 0.165284 1.707060 0.03 -0.88 -0.69
H 1.957630 2.178472 0.653036 0.14 0.08 0.12
H 1.332164 1.963622 -0.659920 0.23 -0.12 -0.25
S -3.145007 0.903765 2.247188 0.01 0.27 0.12
```
Positions in Å, forces in eV/Å.

Output
Net charge: -2
Electronic energy, eV: -20249.39302
Relative energy (zero: lowest compared OMol25 entry of this formula, charge and spin), kJ/mol: 90.2

No. 4
ORCA calculation (ωB97M-V/def2-TZVPD) on the molecule C6H7NO at a distorted geometry.

XYZ file:
```
15
Properties=species:S:1:pos:R:3:forces:R:3
H 0.209625 1.960340 -0.792350 1.25 0.10 0.82
C 1.703256 0.374610 -0.143286 -1.69 0.37 1.16
H 0.536674 -2.554066 -0.099298 -1.28 0.91 0.61
H -2.525925 1.948753 -0.247366 1.13 -2.31 1.14
C -2.076077 0.906359 0.075580 -0.35 -0.78 -0.80
H 2.653520 0.774453 -0.211555 1.67 1.05 -0.50
C -0.783691 0.486050 0.089210 -2.61 0.74 0.69
H 2.475231 -1.608749 -0.225695 -0.88 0.86 1.10
C 0.478024 1.273796 0.050838 -0.34 -0.65 -1.19
N 0.405911 -1.573008 0.206779 2.18 -2.20 0.27
C -0.788702 -0.970829 0.145726 -1.45 -3.11 -2.32
H 0.490408 1.746449 1.019029 0.50 0.81 0.13
H -2.639635 -0.134928 0.208821 -0.24 3.03 -0.53
O -1.770046 -1.702153 -0.168772 1.43 1.37 1.41
C 1.631427 -0.927080 0.092346 0.67 -0.20 -1.99
```
Positions in Å, forces in eV/Å.

Output
Net charge: 0
Electronic energy, eV: -9870.81375
SMILES: C=C1CC=CNC1=O
Relative energy (zero: lowest compared OMol25 entry of this formula, charge and spin), kJ/mol: 177.9

No. 5
ORCA calculation (ωB97M-V/def2-TZVPD) on a cluster of 2 separate species, C5H10O3 in total at a distorted geometry.

XYZ file:
```
18
Properties=species:S:1:pos:R:3:forces:R:3
O 2.188219 -0.250980 -0.684270 0.50 0.76 0.88
O -0.482647 2.276299 0.529059 0.11 -0.56 -0.71
H -1.307570 2.291762 0.005832 0.26 0.15 0.22
C 0.630637 0.898401 2.099284 0.79 -0.42 -0.72
H 0.704128 0.597801 -1.785799 -0.06 0.04 0.21
H -2.055732 -1.732581 -1.055195 -0.04 0.03 -0.16
H 0.297237 1.296036 3.060168 -0.07 -0.06 -0.16
C -0.477368 1.051107 1.101891 -3.50 -0.06 1.73
O -1.507832 0.362459 1.086551 2.33 1.00 -0.31
C -1.239408 -1.376875 -1.689186 -0.39 0.25 0.40
C 0.007314 -1.217411 -0.887528 1.02 1.21 -0.51
H 2.325885 -0.715626 0.155612 -0.29 -0.02 -0.41
H 0.884365 -0.158742 2.203603 -0.16 0.11 0.15
H -1.071201 -2.105739 -2.489002 -0.07 0.03 0.10
H 0.263017 -2.029805 -0.214302 0.16 0.01 -0.02
C 0.872592 -0.192726 -1.060523 -0.50 -2.37 -0.81
H 1.520763 1.439762 1.768722 -0.13 0.00 0.13
H -1.552398 -0.433143 -2.144916 0.06 -0.10 0.00
```
Positions in Å, forces in eV/Å.

Output
Net charge: 0
Electronic energy, eV: -11488.78748
SMILES: C/C=C/O.CC(=O)O
Relative energy (zero: lowest compared OMol25 entry of this formula, charge and spin), kJ/mol: 135.0

No. 6
ORCA calculation (ωB97M-V/def2-TZVPD) on the ion C5H9N2O3 with charge +1 at a distorted geometry.

XYZ file:
```
19
Properties=species:S:1:pos:R:3:forces:R:3
C -1.972952 -0.690037 -0.970190 3.73 -3.42 -1.67
O 2.775355 -1.221877 0.334849 2.96 -1.10 0.75
H -1.316818 1.423082 0.249316 -0.89 0.50 -0.29
H 3.383835 1.480011 -0.019511 1.19 -0.09 0.74
H -2.770104 1.007093 1.144006 -0.13 -0.28 -0.08
N -1.523205 -1.765285 0.918900 1.42 -2.31 1.50
O -2.658394 0.266298 -0.771731 -2.54 3.11 0.24
C 2.837605 1.356452 -0.916811 2.16 1.23 -0.83
C -2.426768 1.331967 0.161960 1.78 -0.41 2.06
H -2.475840 -2.128636 0.807230 0.41 0.86 -0.78
H 3.433326 1.042721 -1.779131 -0.01 -0.17 0.34
H -2.989228 2.209224 -0.050606 -0.11 0.54 -0.92
O 1.765451 0.568542 -0.665406 -3.02 -2.78 0.48
H 2.417713 2.302446 -1.110315 -0.35 1.23 -0.57
N 0.543629 -1.170913 0.274083 0.73 0.58 -0.95
H 0.858454 -1.844029 0.953981 -0.63 -0.69 0.30
H -1.017844 -2.513903 1.463864 -0.59 1.33 -0.49
C -0.759655 -1.059586 0.035936 -2.12 -0.06 1.45
C 1.895442 -0.593579 -0.060424 -3.97 1.94 -1.28
```
Positions in Å, forces in eV/Å.

Output
Net charge: +1
Electronic energy, eV: -14442.43543
Relative energy (zero: lowest compared OMol25 entry of this formula, charge and spin), kJ/mol: 351.9

No. 7
ORCA calculation (ωB97M-V/def2-TZVPD) on the molecule C2HClF2 at a distorted geometry.

XYZ file:
```
6
Properties=species:S:1:pos:R:3:forces:R:3
F 1.443898 -1.040482 -0.008762 -0.22 0.31 0.02
F -1.292436 1.212142 -0.009083 -0.05 0.00 0.05
H 1.282060 0.999601 0.017311 0.41 0.51 -0.02
C 0.725091 0.095273 0.000444 -0.78 -0.70 0.03
C -0.604032 0.074103 0.003041 0.65 -0.22 -0.08
Cl -1.554580 -1.340637 -0.002951 0.00 0.10 0.00
```
Positions in Å, forces in eV/Å.

Output
Net charge: 0
Electronic energy, eV: -20046.37563
SMILES: F/C=C(/F)Cl
Relative energy (zero: lowest compared OMol25 entry of this formula, charge and spin), kJ/mol: 27.2

No. 8
ORCA calculation (ωB97M-V/def2-TZVPD) on the molecule C5H4 at a distorted geometry.

XYZ file:
```
9
Properties=species:S:1:pos:R:3:forces:R:3
C -1.960833 0.032656 0.031687 -1.84 0.13 -0.32
C -0.571567 0.154335 0.011065 -3.26 -0.25 0.13
H 2.336009 -0.804509 -0.757284 -0.04 0.43 -0.07
C -3.182535 -0.048955 -0.023954 1.48 0.55 0.26
C 2.071934 -0.041476 -0.016511 -0.22 0.49 0.89
H 2.409061 -0.457068 0.974522 -0.33 0.62 -0.87
H -4.269825 0.045423 -0.018169 1.02 -0.31 -0.04
C 0.607706 0.176903 0.003840 3.19 -0.71 -0.04
H 2.560051 0.942689 -0.205198 0.00 -0.94 0.05
```
Positions in Å, forces in eV/Å.

Output
Net charge: 0
Electronic energy, eV: -5246.04121
SMILES: C#CC#CC
Relative energy (zero: lowest compared OMol25 entry of this formula, charge and spin), kJ/mol: 14.9

Question: Look up the electronic energy of the fourth one.
Answer: -9870.81375 eV

Question: Among the records above, which one has the highest net charge?
Answer: C5H9N2O3

Please write out number 4 again, unchanged.
ORCA calculation (ωB97M-V/def2-TZVPD) on the molecule C6H7NO at a distorted geometry.

XYZ file:
```
15
Properties=species:S:1:pos:R:3:forces:R:3
H 0.209625 1.960340 -0.792350 1.25 0.10 0.82
C 1.703256 0.374610 -0.143286 -1.69 0.37 1.16
H 0.536674 -2.554066 -0.099298 -1.28 0.91 0.61
H -2.525925 1.948753 -0.247366 1.13 -2.31 1.14
C -2.076077 0.906359 0.075580 -0.35 -0.78 -0.80
H 2.653520 0.774453 -0.211555 1.67 1.05 -0.50
C -0.783691 0.486050 0.089210 -2.61 0.74 0.69
H 2.475231 -1.608749 -0.225695 -0.88 0.86 1.10
C 0.478024 1.273796 0.050838 -0.34 -0.65 -1.19
N 0.405911 -1.573008 0.206779 2.18 -2.20 0.27
C -0.788702 -0.970829 0.145726 -1.45 -3.11 -2.32
H 0.490408 1.746449 1.019029 0.50 0.81 0.13
H -2.639635 -0.134928 0.208821 -0.24 3.03 -0.53
O -1.770046 -1.702153 -0.168772 1.43 1.37 1.41
C 1.631427 -0.927080 0.092346 0.67 -0.20 -1.99
```
Positions in Å, forces in eV/Å.

Output
Net charge: 0
Electronic energy, eV: -9870.81375
SMILES: C=C1CC=CNC1=O
Relative energy (zero: lowest compared OMol25 entry of this formula, charge and spin), kJ/mol: 177.9